(1)
The following is a DFT calculation (ωB97M-V/def2-TZVPD) of C38H36AlCl3GeN2OP2S as an isolated structure in a non-equilibrium geometry.

Geometry as XYZ:
```
85
Properties=species:S:1:pos:R:3:forces:R:3:mulliken_spin:R:1
Al -0.6428 0.9679 -0.9151 -0.699 2.029 0.213 0.042
O -1.5997 -0.5793 -0.8920 0.592 -0.446 -0.052 -0.016
S -0.8496 -1.4554 0.2024 -0.004 0.098 -0.480 0.135
C -0.3626 -2.9194 -0.6325 0.466 -0.111 -0.075 -0.098
C -1.0939 -4.0989 -0.7050 -0.084 0.235 -0.159 0.006
C -0.5113 -5.2120 -1.2878 0.080 -0.194 -0.065 -0.003
C 0.7921 -5.1576 -1.7612 -0.032 -0.129 -0.080 0.009
C 1.5099 -3.9675 -1.7318 0.128 0.076 0.062 0.040
C 0.9423 -2.8225 -1.1877 -0.559 0.172 0.340 0.143
P 1.8934 -1.2399 -1.2647 0.562 -1.042 -0.079 0.145
C 2.2942 -0.9103 -2.9816 -0.107 0.324 0.211 0.098
C 1.7786 -1.6620 -4.0481 -0.069 0.013 -0.045 0.026
C 2.1561 -1.3524 -5.3452 -0.043 -0.047 0.035 -0.006
C 3.0127 -0.2834 -5.5955 -0.016 0.066 0.018 0.061
C 3.4789 0.5061 -4.5468 -0.033 0.030 0.038 -0.016
C 3.1102 0.2096 -3.2449 0.065 -0.055 0.048 0.038
C 3.3580 -1.5452 -0.2846 -0.368 0.153 -0.163 0.154
C 4.6598 -1.3930 -0.7917 0.096 0.114 0.019 0.045
C 5.7387 -1.7246 0.0058 -0.002 0.019 -0.030 -0.006
C 5.5363 -2.1691 1.3130 -0.053 0.026 -0.009 0.105
C 4.2429 -2.3111 1.8243 0.037 -0.003 0.007 -0.018
C 3.1584 -1.9959 1.0359 0.019 -0.013 0.058 0.041
C -1.9706 -1.6930 1.5248 0.108 -0.066 0.240 0.002
C -2.4083 -2.9196 2.0129 0.013 0.032 -0.042 0.004
C -3.0559 -2.9490 3.2383 -0.042 -0.020 0.067 0.000
C -3.2280 -1.7815 3.9685 -0.016 0.009 0.057 0.005
C -2.7864 -0.5608 3.4680 -0.021 -0.129 0.076 -0.002
C -2.1448 -0.4959 2.2419 -0.129 0.062 -0.112 0.003
P -1.5332 1.1247 1.6137 0.230 -0.311 -0.017 0.011
C -2.9830 2.2002 1.6654 -0.100 0.027 0.013 -0.001
C -2.7797 3.5829 1.5659 0.011 -0.013 0.069 0.001
C -3.8653 4.4451 1.5661 -0.008 -0.012 -0.042 0.000
C -5.1585 3.9372 1.6422 -0.003 0.029 -0.017 0.001
C -5.3656 2.5678 1.7167 -0.051 -0.054 -0.072 0.000
C -4.2841 1.6944 1.7204 -0.007 0.011 -0.028 0.001
C -0.3582 1.6336 2.8693 0.019 0.025 0.035 -0.006
C -0.6963 2.4524 3.9428 0.028 0.043 0.100 0.000
C 0.2735 2.7758 4.8834 0.000 0.021 0.004 0.000
C 1.5672 2.2798 4.7579 -0.013 0.037 0.021 0.000
C 1.9023 1.4539 3.6910 -0.001 -0.017 -0.014 0.000
C 0.9410 1.1378 2.7438 0.001 0.025 0.100 0.005
H -2.1140 -4.1559 -0.3493 0.116 0.042 -0.109 0.000
H -1.0772 -6.1331 -1.3558 0.053 0.031 0.007 0.000
H 1.2542 -6.0480 -2.1741 -0.041 0.081 0.034 0.001
H 2.5256 -3.9381 -2.1112 -0.068 -0.017 -0.055 0.000
H 1.1002 -2.4887 -3.8784 0.073 -0.016 0.034 0.001
H 1.7864 -1.9554 -6.1655 0.016 0.036 0.026 0.001
H 3.3023 -0.0524 -6.6135 -0.002 -0.024 0.042 0.001
H 4.1254 1.3544 -4.7438 -0.059 -0.086 0.017 0.001
H 3.4674 0.8329 -2.4305 -0.023 -0.026 -0.026 0.001
H 4.8300 -1.0518 -1.8045 -0.033 -0.042 0.047 -0.001
H 6.7437 -1.6434 -0.3925 -0.083 -0.003 0.052 0.001
H 6.3897 -2.4080 1.9370 -0.048 -0.009 -0.046 0.001
H 4.0917 -2.6730 2.8344 0.032 0.032 -0.071 0.000
H 2.1581 -2.1217 1.4342 -0.032 0.040 -0.024 0.008
H -2.2458 -3.8407 1.4753 0.031 0.093 0.187 0.000
H -3.4081 -3.8951 3.6306 0.018 0.057 -0.011 0.000
H -3.6962 -1.8215 4.9445 -0.023 0.006 -0.063 0.000
H -2.9249 0.3429 4.0490 -0.018 -0.014 0.006 0.000
H -1.7736 3.9850 1.5173 -0.027 -0.002 0.039 0.000
H -3.7042 5.5146 1.5147 0.003 -0.035 -0.003 0.000
H -6.0055 4.6114 1.6393 0.031 -0.013 0.030 0.000
H -6.3736 2.1732 1.7741 0.075 0.028 -0.005 0.000
H -4.4658 0.6271 1.7749 0.005 0.082 0.020 0.000
H -1.7031 2.8456 4.0464 0.102 -0.024 -0.016 0.000
H 0.0191 3.4203 5.7172 0.025 -0.054 -0.064 0.000
H 2.3195 2.5453 5.4926 -0.079 -0.033 -0.058 0.000
H 2.9113 1.0675 3.5943 -0.085 0.065 -0.003 0.000
H 1.2050 0.5069 1.8997 0.023 -0.031 -0.035 0.006
N -2.2057 2.1972 -1.4046 0.124 -0.113 -0.390 -0.002
C -2.6090 1.8642 -2.8101 0.300 -0.079 0.206 0.001
C -1.3457 1.9222 -3.6428 -0.045 -0.128 0.301 -0.003
N -0.3286 1.0492 -2.9550 -0.198 -0.217 0.020 -0.019
H -3.0101 2.1204 -0.7867 -0.040 -0.073 0.178 -0.001
H -1.9376 3.1815 -1.3612 -0.012 0.029 0.011 -0.001
H -3.3788 2.5334 -3.1789 -0.039 0.119 -0.045 0.000
H -3.0014 0.8485 -2.8045 -0.136 -0.030 0.044 0.000
H -0.9556 2.9341 -3.6746 0.124 0.093 0.008 0.000
H -1.5233 1.5900 -4.6608 0.027 -0.066 -0.069 0.000
H 0.6072 1.3674 -3.1904 0.152 0.171 -0.015 0.005
H -0.3956 0.1107 -3.3395 -0.024 -0.119 -0.088 -0.002
Cl 3.2385 2.0847 0.0655 0.275 -0.126 -0.003 0.002
Ge 1.2454 2.7537 -0.3449 -0.510 -0.816 -0.212 0.021
Cl 1.3383 3.7922 -2.2509 0.086 0.069 -0.175 0.016
Cl 0.8555 4.2806 1.0845 -0.060 0.105 0.022 0.013
```
Forces are in eV/Å.

energy relative to the best compared isomer or geometry (same formula, charge and spin): 0.000 eV
HOMO energy (spin up / spin down): -15.89 / -15.88 eV
HOMO-LUMO gap (spin up / spin down): 7.270 / 4.277 eV
E: -175092.56913 eV
charge: +3
2S+1: 2


(2)
The following is a DFT calculation (ωB97M-V/def2-TZVPD) of C40H41Cl5NO3P2Ru as an isolated structure in a non-equilibrium geometry.

Geometry as XYZ:
```
93
Properties=species:S:1:pos:R:3:forces:R:3:mulliken_spin:R:1
Ru 0.4371 -0.6114 -0.4168 1.040 -0.717 -0.127 0.935
Cl -0.4409 -1.4140 3.0431 -0.077 -0.035 -0.046 0.004
C -0.0710 0.1977 2.5719 -0.101 0.163 -0.028 -0.064
C 0.1897 0.5144 1.2424 0.136 -0.157 0.419 0.028
C 0.4180 1.8488 0.9458 -0.011 -0.015 0.133 0.044
Cl 0.8338 2.2297 -0.7054 -0.183 -0.059 -0.003 -0.001
C 0.3855 2.8648 1.8899 -0.016 0.010 -0.086 -0.007
Cl 0.6325 4.4922 1.4145 0.016 -0.008 0.024 -0.001
C 0.1688 2.5225 3.2225 -0.026 0.021 0.046 0.009
Cl 0.1575 3.7372 4.4232 0.003 -0.008 -0.015 0.002
C -0.0453 1.1843 3.5640 -0.017 -0.030 -0.015 0.001
Cl -0.2877 0.7633 5.2033 -0.028 0.001 0.009 0.002
O -2.3779 -0.3527 0.2750 0.167 -0.035 -0.071 -0.007
N -1.5051 -1.3771 -0.0721 -0.387 0.974 0.560 0.026
C -2.0259 -2.4680 0.3441 0.167 -0.103 -0.380 -0.018
C -1.5086 -3.8162 0.2011 -0.003 0.042 0.075 0.002
C -2.4460 -4.8481 0.2857 0.004 0.012 -0.022 0.003
C -2.0525 -6.1664 0.1501 0.006 -0.004 -0.003 -0.001
C -0.7112 -6.4659 -0.0494 0.006 -0.006 0.012 -0.001
C 0.2267 -5.4485 -0.1134 -0.050 0.007 0.030 0.000
C -0.1644 -4.1126 0.0032 0.043 -0.086 -0.102 0.004
P 1.1246 -2.8515 0.0473 0.169 0.068 0.266 -0.083
C 2.3024 -3.5247 -1.1605 0.008 0.305 -0.154 0.025
C 1.8168 -4.0680 -2.3547 -0.003 -0.159 0.105 -0.005
C 2.6919 -4.5766 -3.2974 0.015 -0.031 -0.002 0.004
C 4.0613 -4.5413 -3.0642 -0.006 0.004 -0.015 -0.002
C 4.5502 -4.0107 -1.8796 0.008 0.044 0.004 0.001
C 3.6762 -3.4979 -0.9312 0.012 -0.077 0.023 -0.004
C 1.8967 -3.0709 1.6788 -0.213 0.028 0.079 -0.012
C 1.3864 -4.0148 2.5728 0.079 -0.070 -0.058 0.006
C 1.9547 -4.1632 3.8277 0.017 -0.018 -0.012 0.002
C 3.0272 -3.3710 4.2100 -0.008 -0.001 -0.003 0.002
C 3.5290 -2.4221 3.3312 0.023 0.011 0.028 -0.001
C 2.9599 -2.2667 2.0783 -0.035 0.021 0.014 0.038
H -2.1807 0.4100 -0.3375 -0.162 0.003 -0.071 -0.001
H -2.9957 -2.3611 0.8189 -0.080 -0.010 -0.147 -0.001
H -3.4893 -4.6054 0.4429 0.003 -0.001 0.027 0.000
H -2.7862 -6.9583 0.2105 0.002 -0.004 -0.012 0.000
H -0.3894 -7.4942 -0.1433 -0.006 -0.004 0.015 0.000
H 1.2716 -5.7028 -0.2282 0.004 0.009 -0.031 0.001
H 0.7506 -4.1200 -2.5385 0.001 0.037 -0.026 -0.003
H 2.3083 -5.0015 -4.2155 -0.007 -0.016 0.009 0.000
H 4.7457 -4.9377 -3.8022 -0.001 -0.017 0.008 0.000
H 5.6146 -4.0054 -1.6856 0.001 0.002 -0.002 0.000
H 4.0706 -3.1138 -0.0009 -0.005 -0.007 0.003 0.000
H 0.5425 -4.6348 2.3073 -0.006 0.004 0.010 0.000
H 1.5529 -4.9002 4.5098 -0.001 0.002 0.001 0.000
H 3.4676 -3.4900 5.1906 -0.002 0.002 0.002 0.000
H 4.3645 -1.8002 3.6269 -0.010 0.011 -0.010 0.000
H 3.3320 -1.5132 1.4089 0.067 -0.007 -0.044 -0.006
C -2.3586 3.9488 -1.6999 0.039 -0.010 -0.027 0.000
C -2.6237 2.6475 -1.0145 -0.246 -0.217 0.244 -0.001
C -3.6909 2.6726 0.0379 0.003 0.041 0.040 0.000
O -2.0215 1.6093 -1.2807 0.015 0.660 -0.349 0.008
H -2.2981 4.7465 -0.9585 -0.032 0.005 -0.001 0.000
H -3.2119 4.1785 -2.3432 0.000 0.003 0.001 0.000
H -1.4562 3.9343 -2.2979 0.010 -0.026 -0.011 0.000
H -4.6055 3.0944 -0.3833 -0.002 0.006 0.011 0.000
H -3.3823 3.3481 0.8398 -0.007 0.000 0.003 0.000
H -3.8966 1.6884 0.4501 0.022 -0.019 -0.034 0.000
C -1.1238 -1.5927 -3.2709 -0.074 0.144 -0.138 0.020
P 0.2334 -0.3940 -3.0014 -0.206 -1.340 -0.057 0.099
C 1.6773 -1.2446 -3.7328 0.137 0.273 -0.133 0.039
C -0.0754 0.8600 -4.2760 -0.075 0.271 0.300 0.010
C -0.1187 0.4496 -5.6103 -0.033 0.007 0.010 0.000
C -0.3486 1.3799 -6.6089 -0.016 -0.034 -0.016 0.000
C -0.5457 2.7175 -6.2893 -0.001 0.032 -0.011 0.000
C -0.5090 3.1269 -4.9668 0.017 -0.034 0.002 0.001
C -0.2668 2.1980 -3.9639 0.097 0.027 -0.074 0.012
H -1.1609 -1.9173 -4.3113 -0.007 -0.001 0.006 0.005
H -2.0668 -1.1018 -3.0250 -0.009 -0.031 0.022 0.003
H -1.0113 -2.4613 -2.6210 0.040 -0.001 -0.013 -0.016
H 1.3814 -1.8435 -4.5942 -0.028 0.038 -0.008 0.012
H 2.1681 -1.8913 -3.0207 -0.026 -0.036 -0.037 -0.023
H 2.3884 -0.4862 -4.0628 -0.004 -0.013 -0.025 0.003
H 0.0216 -0.5881 -5.8841 0.005 0.001 0.003 0.001
H -0.3793 1.0587 -7.6412 0.003 0.003 -0.001 0.000
H -0.7206 3.4388 -7.0760 -0.022 -0.004 0.001 0.000
H -0.6683 4.1677 -4.7157 0.041 0.007 -0.010 0.000
H -0.2151 2.5078 -2.9351 -0.089 0.017 0.009 0.001
C 4.7499 0.4779 0.8008 -0.051 -0.013 -0.061 0.003
C 5.0045 -0.1364 -0.5913 -0.036 0.018 0.039 0.000
C 3.6402 -0.1243 -1.2688 -0.011 0.144 -0.072 0.020
O 2.6698 -0.0813 -0.1936 -0.078 -0.010 -0.063 -0.115
C 3.2611 0.8072 0.8041 0.086 0.031 0.019 0.018
H 5.3366 1.3785 0.9666 0.001 -0.005 0.021 0.000
H 5.0008 -0.2302 1.5883 0.032 0.025 0.020 0.000
H 5.3760 -1.1561 -0.5016 0.026 0.010 -0.016 0.000
H 5.7312 0.4331 -1.1660 0.001 -0.016 -0.019 0.000
H 3.4467 -1.0154 -1.8514 0.000 -0.009 0.000 -0.017
H 3.5036 0.7637 -1.8941 -0.036 0.009 0.015 0.001
H 2.7626 0.6281 1.7528 -0.006 -0.033 -0.010 -0.004
H 3.0996 1.8390 0.4922 -0.038 -0.020 0.003 0.000
```
Forces are in eV/Å.

energy relative to the best compared isomer or geometry (same formula, charge and spin): 1.177 eV
HOMO energy (spin up / spin down): -13.63 / -13.60 eV
HOMO-LUMO gap (spin up / spin down): 6.905 / 6.423 eV
E: -133535.03865 eV
charge: +2
2S+1: 2


(3)
The following is a DFT calculation (ωB97M-V/def2-TZVPD) of a 4-piece molecular cluster, C29H36ClFN2O10P3 overall.

Geometry as XYZ:
```
82
Properties=species:S:1:pos:R:3:forces:R:3:mulliken_charge:R:1
C 0.0027 4.6125 -0.9530 -0.049 -0.254 -0.199 -0.793
C 1.0181 4.6060 -2.1074 -0.087 0.320 0.178 -0.356
C 2.3742 3.9741 -1.7648 -0.121 -0.037 0.025 -0.528
C 2.5657 2.5580 -2.3951 -0.180 0.170 0.194 -0.427
C 2.1771 1.4927 -1.4449 0.121 -0.106 0.185 -0.848
N 2.7900 1.0514 -0.3881 -0.054 -0.207 -0.284 0.091
P 4.4427 1.6080 0.2801 0.260 0.072 0.419 0.250
O 5.0764 2.4006 -0.9512 -0.106 -0.197 -0.113 -0.482
O 5.1791 0.1772 0.2407 -0.276 0.105 -0.200 -0.450
C 1.9132 0.1147 0.4391 -0.221 0.337 0.520 1.065
P 1.2885 1.1455 1.8821 -0.025 -0.287 0.033 0.368
O 0.4662 0.4262 2.8626 -0.062 -0.018 -0.054 -0.447
P 2.8742 -1.4474 1.0643 0.179 0.178 -0.169 0.072
O 3.5834 -0.8885 2.4188 -0.020 0.197 -0.057 -0.429
Cl 1.3958 -2.4685 1.9734 -0.263 -0.171 0.061 -0.011
C 0.6538 -0.1434 -0.4725 0.106 -0.029 0.155 -0.451
C 0.2885 -1.5990 -0.8410 0.168 0.141 -0.032 -1.504
C -0.3976 -1.8007 -2.1935 -0.084 -0.097 0.021 -1.060
C -1.7399 -1.0590 -2.4527 0.042 -0.039 -0.031 -0.273
N -2.4365 -0.4670 -1.3308 -0.068 -0.078 0.015 -0.515
C 0.9177 0.7274 -1.6815 0.239 -0.050 -0.346 1.728
F -0.1165 1.5824 -1.9774 -0.111 0.154 -0.026 -0.576
H -1.0030 4.4088 -1.3175 -0.040 0.092 0.002 0.318
H -0.0195 5.5719 -0.4415 0.066 -0.032 0.123 0.374
H 0.2236 3.8329 -0.2193 0.010 0.043 0.037 -0.101
H 1.2011 5.6399 -2.3978 -0.025 0.007 -0.103 0.541
H 0.5889 4.1234 -2.9836 0.071 -0.034 -0.041 -0.034
H 2.4790 3.9172 -0.6771 0.120 0.016 0.010 0.410
H 3.1947 4.5951 -2.1147 0.026 -0.009 -0.080 0.413
H 3.5916 2.4460 -2.7160 0.073 -0.085 -0.077 0.612
H 1.9062 2.4803 -3.2589 0.109 -0.013 -0.097 -0.195
H 5.5369 1.8611 -1.6127 0.042 0.107 0.004 0.384
H 4.9356 -0.4784 -0.4318 0.150 -0.019 0.015 0.408
H 0.6547 2.1892 1.1762 0.114 0.056 -0.060 -0.147
H 2.4449 1.7674 2.3963 0.020 0.065 -0.089 0.172
H 3.7741 0.0524 2.5083 0.098 -0.127 0.077 0.428
H -0.2112 0.2931 0.0345 -0.040 -0.063 -0.039 0.456
H -0.3452 -1.9891 -0.0508 -0.020 -0.045 0.050 0.200
H 1.1968 -2.2071 -0.8484 -0.029 -0.070 -0.041 0.628
H 0.2959 -1.5906 -3.0140 -0.008 -0.039 -0.031 0.383
H -0.5810 -2.8741 -2.2592 0.024 -0.026 0.006 0.563
H -1.5823 -0.2741 -3.1925 -0.026 0.064 0.034 -0.172
H -2.4110 -1.7769 -2.9294 0.005 0.022 -0.041 0.376
H -2.1343 0.4672 -1.1045 0.030 -0.049 0.047 0.246
H -2.4726 -1.0549 -0.5088 -0.017 0.030 0.080 0.238
H 1.1452 0.1456 -2.5872 -0.241 -0.044 0.051 0.080
C -0.1959 -3.0997 5.3391 0.093 0.000 -0.012 -0.238
C 0.5343 -2.0818 5.7848 0.009 0.006 -0.007 0.173
C 0.6066 -1.7691 7.2367 -0.022 -0.024 -0.022 0.227
O 1.2701 -0.8414 7.6433 0.013 0.013 0.010 -0.544
C -0.1672 -2.6359 8.1636 -0.007 0.004 -0.008 -0.410
C -0.8990 -3.6521 7.7133 0.008 0.001 0.005 -0.500
C -0.9725 -3.9645 6.2636 -0.005 0.020 -0.006 0.193
O -1.6454 -4.8801 5.8430 -0.018 0.009 0.000 -0.558
H -0.2651 -3.3477 4.2871 -0.004 -0.052 0.013 0.385
H 1.1014 -1.4354 5.1251 -0.021 0.013 0.000 0.391
H -0.0972 -2.3875 9.2149 0.007 0.010 -0.002 0.434
H -1.4725 -4.2956 8.3683 0.000 -0.009 -0.007 0.451
C -5.4879 -2.9223 2.7582 0.016 -0.004 0.004 -0.464
C -4.5200 -2.7123 1.8703 -0.004 0.000 -0.007 -0.330
C -3.1853 -2.2401 2.3002 0.043 0.014 -0.026 0.011
O -2.2881 -2.0488 1.4957 -0.005 0.008 -0.139 -0.387
C -2.9609 -2.0003 3.7400 -0.013 0.050 0.062 -0.283
C -3.9235 -2.2109 4.6325 -0.005 -0.025 -0.015 -0.368
C -5.2671 -2.6907 4.2123 0.031 -0.002 -0.016 0.211
O -6.1477 -2.8796 5.0180 -0.018 0.001 0.008 -0.533
H -6.4741 -3.2687 2.4771 -0.005 -0.002 0.016 0.422
H -4.6556 -2.8742 0.8082 0.005 0.005 0.000 0.437
H -1.9761 -1.6446 4.0114 -0.005 0.061 -0.013 0.755
H -3.7856 -2.0483 5.6941 -0.020 0.003 0.002 0.479
C -0.1754 1.3266 -8.2311 0.002 0.001 0.002 -0.496
C 0.3914 2.3161 -7.5455 -0.013 0.006 -0.009 -0.503
C 0.2915 2.3795 -6.0693 -0.025 0.040 -0.066 0.351
O 0.8132 3.2789 -5.4375 0.080 -0.106 0.111 -0.529
C -0.4662 1.3061 -5.3821 -0.009 -0.039 0.028 0.160
C -1.0332 0.3140 -6.0620 0.035 0.006 -0.020 -0.340
C -0.9306 0.2444 -7.5463 0.010 0.009 0.016 0.160
O -1.4410 -0.6607 -8.1629 0.007 -0.009 -0.006 -0.510
H -0.1178 1.2554 -9.3097 -0.010 -0.010 -0.001 0.421
H 0.9462 3.1144 -8.0214 -0.003 0.008 0.009 0.446
H -0.5364 1.3892 -4.3038 -0.026 0.041 -0.013 0.374
H -1.5931 -0.4820 -5.5863 -0.024 0.003 -0.019 0.510
```
Forces are in eV/Å.

HOMO energy: -11.54 eV
HOMO-LUMO gap: 7.136 eV
E: -97210.40829 eV
charge: +1